[1]
C27H46BF7N3O5Si3 | ωB97M-V/def2-TZVPD

HOMO energy = -0.24649 Eh
total charge = -1
molecular weight = 720.74 g/mol
energy relative to the best compared isomer or geometry (same formula, charge and spin) = 10.237 eV
E_LUMO = 1.05 eV
gap between HOMO and LUMO = 7.758 eV

Last column: Mulliken charge in e.
Atoms and positions in Å:
C 2.13 -4.34 -3.80  -0.26
H 6.71 0.29 -0.05  0.28
H 3.33 -2.40 -3.91  0.38
H -3.80 3.25 -1.53  0.34
C 6.76 0.61 1.06  -0.90
Si 5.08 0.35 1.95  -0.11
H -2.09 -1.35 1.64  0.04
H -5.99 2.01 0.20  0.39
Si -0.20 -0.10 -3.14  0.57
H -0.40 -3.59 -2.45  0.35
H 1.74 0.20 -4.84  0.32
C 5.25 0.18 3.85  -0.98
C -2.72 3.01 -1.16  -0.81
C -1.51 -0.81 3.76  -0.50
H -1.29 -0.56 4.87  0.22
N -1.54 -1.28 -3.17  -0.27
H 0.78 -4.38 -1.27  0.53
C 0.59 0.22 -4.90  -0.74
H -0.91 2.39 -3.48  0.38
F -5.06 1.26 4.74  -0.40
H 7.18 1.67 1.20  0.30
H -5.34 0.91 2.75  0.09
H 5.61 1.15 4.36  0.30
C 3.09 -2.37 -0.84  1.09
H 4.35 -0.48 -0.77  0.12
B -5.25 0.21 5.71  0.60
F 4.21 -2.97 -1.56  -0.35
O -2.60 0.02 3.23  -0.27
H 4.22 -0.10 4.29  0.29
C -2.47 -0.96 -4.02  0.62
C -2.28 1.56 -1.81  0.33
H -2.07 3.87 -1.59  0.31
F -6.11 0.69 6.76  -0.39
H -1.81 2.35 0.78  0.12
H -3.82 2.49 2.28  0.21
F -5.87 -0.92 5.07  -0.43
C 1.60 3.11 2.23  -0.50
C -0.88 1.64 -2.60  -0.68
H 2.81 -6.12 -3.68  0.27
H 2.62 -0.37 0.05  0.28
O 1.08 -0.47 -2.02  -0.07
C 1.58 3.75 0.79  -0.33
Si 1.60 -2.12 -2.09  -0.09
C 3.79 2.33 0.03  -0.11
H 2.75 1.57 3.65  0.14
H -4.64 -1.70 2.28  0.39
C 4.32 -1.33 1.30  -0.40
C -4.97 1.59 0.58  -0.05
N -0.58 0.00 -6.91  0.09
H 7.54 -0.11 1.55  0.27
H 1.63 -2.37 -4.70  0.17
H 5.13 -2.13 1.19  0.44
H -3.13 1.31 -2.56  0.12
C 2.72 2.05 2.60  -0.31
C -2.67 3.04 0.45  -0.24
H -1.59 -3.59 -0.25  0.33
H 0.31 1.30 -5.23  0.47
H -6.40 0.06 1.38  0.34
H -0.11 2.10 -1.85  0.10
H -2.27 0.77 -0.95  -0.32
C 2.65 3.39 -0.31  -0.51
H -4.38 -1.30 0.50  0.25
H -2.54 0.37 1.15  -0.88
H 3.52 -1.66 2.07  0.24
H 1.07 -4.75 -4.06  0.29
N 3.16 -5.14 -3.59  -0.58
H -2.33 4.11 0.74  0.36
O -3.50 -0.58 -4.63  -0.55
C -4.07 2.79 1.19  -0.72
H -1.78 -1.94 3.73  0.26
C 2.24 -2.71 -3.79  -0.27
O 0.06 -0.67 -5.93  -0.15
F 2.70 -3.33 0.20  -0.31
C 0.25 -3.39 -1.50  -0.59
C -2.82 -0.47 1.88  0.88
H 2.61 3.87 -1.36  0.31
F -3.98 -0.17 6.26  -0.41
C 3.76 1.70 1.48  0.59
C -5.35 0.45 1.70  -0.51
C -0.70 -2.84 -0.33  -0.04
H 4.57 2.02 -0.76  0.25
H -1.19 -1.82 -0.57  -0.23
O -0.93 -0.85 -7.70  -0.34
H -0.54 -0.67 3.11  0.14
H -4.50 1.03 -0.29  -0.16
F -0.07 -2.84 0.98  -0.31
H 0.82 3.33 3.04  0.32
C 3.55 -1.02 -0.12  -0.78
H -4.75 3.73 1.23  0.37
H 0.74 4.49 0.56  0.33
H 5.98 -0.67 4.14  0.29
C -4.37 -0.85 1.56  -0.68



[2]
C27H46BaBrNOP2 | ωB97M-V/def2-TZVPD

HOMO energy (alpha / beta) = -0.44779 / -0.44777 Eh
total charge = +2
molecular weight = 679.85 g/mol
E_LUMO (alpha / beta) = -6.20 / -6.20 eV
gap between HOMO and LUMO (alpha / beta) = 5.983 / 5.982 eV

Last column: Mulliken charge in e.
Atoms and positions in Å:
H -2.68 -4.64 -1.10  0.50
C -1.95 3.15 -1.16  0.67
C -0.68 -1.63 0.21  1.03
H 6.42 -0.49 1.49  0.35
Br 0.72 -1.27 1.71  -0.06
C 0.12 -4.64 -1.83  -1.11
C -3.77 6.39 -1.81  -0.37
H 3.50 0.21 2.21  0.13
H -2.41 -3.21 2.33  0.51
C 4.59 -1.02 -1.72  -1.43
H -1.99 3.13 -0.06  0.28
H -4.16 7.27 -1.29  0.37
C -2.71 -3.61 -0.72  -0.72
C 3.10 2.21 0.64  1.49
H 3.95 -1.12 1.11  0.24
H 0.15 0.05 -2.73  0.38
H -3.68 5.30 -4.91  0.37
H 0.97 -5.27 -2.11  0.43
H -1.06 2.19 -2.89  0.47
H -2.95 5.47 -0.02  0.36
H 3.29 0.70 -2.08  0.31
C -2.61 4.26 -1.82  0.32
H -4.18 -3.90 0.88  0.28
H -4.15 -2.25 0.21  0.25
C -0.07 -1.33 -1.10  -1.22
C -1.80 -0.75 0.56  -1.55
H 4.45 3.89 0.37  0.39
H -1.82 2.16 2.08  0.30
C -1.27 0.77 -1.26  0.83
C -0.33 -0.18 -1.77  -0.34
H 4.76 -1.81 -0.97  0.32
H 5.87 0.73 2.67  0.33
C -2.04 0.40 -0.12  -1.26
H 0.19 -3.72 -2.41  0.29
H 5.56 -0.56 -1.96  0.40
H -0.70 -3.53 2.58  0.46
Ba 0.68 3.09 -0.74  2.08
C 3.41 3.63 0.14  -1.63
H -2.59 -2.95 -1.60  0.43
H 0.50 1.57 4.02  0.30
H -2.39 -1.01 1.45  0.61
C -1.89 -5.32 2.24  -1.31
P 4.38 1.06 0.07  -0.33
H -2.84 -5.64 1.78  0.31
H 4.24 -1.52 -2.63  0.43
H 2.99 2.19 1.73  0.19
P -1.22 -3.41 0.29  1.19
H -2.52 3.39 -3.84  0.34
C -3.08 5.39 -1.10  -0.60
N -3.97 6.34 -3.12  -0.56
H -4.86 -3.57 -0.72  0.45
C 4.27 -0.14 1.49  0.03
H -1.19 1.81 4.50  0.42
H 3.32 3.76 -0.96  0.53
C 0.17 -4.37 -0.33  -0.64
H -0.76 0.41 3.50  0.28
H -1.97 -5.49 3.32  0.42
C -0.80 2.29 2.46  -0.31
H 2.23 1.63 0.22  -1.35
H -1.09 -5.97 1.87  0.34
C -3.51 5.30 -3.82  -0.40
H -0.63 3.36 2.61  0.44
H 1.09 -3.84 -0.06  0.31
H 0.30 0.91 1.47  -0.50
H 2.80 4.39 0.65  0.46
C -1.43 2.06 -1.87  -1.73
H 0.16 -5.31 0.26  0.56
H -2.88 1.04 0.19  0.93
C -2.83 4.23 -3.22  -0.67
C 5.62 -0.22 2.20  -1.42
C -1.58 -3.84 2.00  -0.60
C 3.57 0.03 -1.25  0.43
H 2.65 -0.44 -0.83  -0.42
H -0.80 -5.17 -2.13  0.33
C -0.54 1.47 3.69  -1.24
H 0.66 -2.05 -1.50  0.54
C -4.05 -3.31 -0.03  -1.19
H 5.59 -0.99 2.99  0.40
O 0.12 1.89 1.37  0.16



[3]
C27H46Br12O11 | ωB97M-V/def2-TZVPD

HOMO energy = -0.33519 Eh
molecular weight = 1505.50 g/mol
energy relative to the best compared isomer or geometry (same formula, charge and spin) = 1.535 eV
E_LUMO = -0.78 eV
gap between HOMO and LUMO = 8.345 eV

Last column: Mulliken charge in e.
Atoms and positions in Å:
H -5.31 37.53 -21.62  -0.23
H -4.52 38.43 -20.38  -0.06
H -8.36 32.06 -16.15  0.49
Br -11.65 37.29 -17.20  0.02
C -10.58 39.45 -27.35  0.50
H -11.46 37.71 -26.42  0.08
H -12.90 35.28 -24.92  0.55
H -15.56 40.92 -23.27  0.30
C -4.32 37.84 -21.28  -0.05
H -11.91 36.30 -23.80  -0.01
O -3.96 40.07 -21.93  -0.58
H -3.48 39.04 -24.30  0.34
O -10.13 38.87 -28.54  -0.43
Br -10.65 36.55 -14.13  -0.06
H -12.70 39.23 -27.60  0.32
Br -5.39 31.43 -22.06  -0.04
H -14.01 35.21 -21.59  0.21
H -12.22 42.77 -23.39  0.40
Br -8.21 33.11 -21.77  0.06
O -14.16 41.52 -25.43  -0.58
Br -5.68 34.59 -22.96  0.00
H -14.49 41.82 -22.11  0.32
H -9.08 35.55 -19.59  0.08
H -9.81 40.20 -27.18  0.38
H -3.65 36.98 -21.18  0.41
H -15.47 42.72 -23.07  0.36
C -12.13 35.30 -24.16  -0.17
O -11.87 33.52 -22.58  -0.47
H -11.27 34.91 -24.71  -0.34
C -10.52 38.27 -26.42  0.12
H -14.59 35.19 -23.21  0.41
O -9.50 37.47 -26.98  -0.20
H -12.00 40.67 -28.52  0.35
O -9.06 38.50 -22.39  -0.39
H -12.47 31.88 -17.70  0.20
H -5.68 41.34 -20.11  0.33
C -13.99 34.62 -22.50  -1.21
Br -14.96 32.10 -17.68  -0.08
H -10.21 35.17 -20.98  -0.26
H -9.99 38.48 -15.52  0.48
C -12.02 40.07 -27.61  -1.08
H -10.12 38.54 -25.45  -0.19
H -9.06 35.00 -23.80  -0.34
Br -12.79 30.75 -19.89  -0.05
O -7.34 39.03 -18.88  -0.36
C -9.38 37.75 -28.28  0.51
H -12.25 40.78 -26.81  0.17
C -13.87 41.66 -24.23  0.82
H -9.87 31.74 -25.52  0.41
H -14.40 33.61 -22.49  0.29
O -11.11 38.90 -23.25  -0.62
C -14.92 41.78 -23.11  -1.15
H -2.08 38.31 -23.42  0.31
H -10.57 33.18 -26.04  0.38
Br -10.34 33.70 -16.12  -0.03
H -9.24 35.45 -25.58  0.12
C -6.67 40.03 -18.70  0.72
H -8.18 36.79 -22.17  -0.38
C -3.17 38.34 -23.52  -1.09
C -8.51 37.56 -21.48  0.93
C -8.63 34.98 -24.80  0.29
C -3.78 38.85 -22.25  0.73
Br -9.66 31.12 -18.02  -0.05
H -6.22 39.82 -16.57  0.27
O -7.61 32.80 -25.29  -0.55
Br -7.60 33.66 -17.92  -0.07
Br -8.52 36.68 -16.58  0.05
C -9.68 37.31 -20.62  0.71
H -7.65 37.97 -20.93  -0.40
H -5.65 41.28 -17.33  0.37
C -10.41 38.40 -22.38  0.63
H -10.47 32.94 -24.28  -0.12
H -12.22 41.06 -22.99  0.08
H -5.98 33.54 -20.73  0.37
H -10.75 35.84 -19.48  -0.35
H -7.60 35.32 -24.88  0.21
C -5.78 40.21 -17.49  -1.08
Br -12.70 33.86 -19.21  0.21
C -8.60 33.46 -25.18  0.45
H -4.81 39.80 -17.75  0.28
C -12.44 41.77 -23.78  -0.65
H -11.83 41.57 -24.66  0.13
C -6.66 41.06 -19.73  -1.00
H -7.24 40.67 -20.57  0.09
H -7.22 41.89 -19.30  0.42
O -10.79 37.55 -21.43  -0.25
C -9.93 35.87 -20.20  0.18
C -6.22 33.21 -21.74  -0.39
H -9.66 37.98 -19.77  0.13
O -8.67 37.23 -29.11  -0.59
C -9.96 32.79 -25.23  -0.73
C -10.19 37.46 -15.84  -0.51
C -8.91 32.61 -16.92  -0.40
C -13.14 32.11 -18.53  -0.28
H -3.42 37.34 -23.88  0.25
C -12.59 34.43 -23.01  0.67



[4]
C27H46BrMgNOP2S | ωB97M-V/def2-TZVPD

HOMO energy (alpha / beta) = -0.45131 / -0.45515 Eh
total charge = +2
molecular weight = 598.89 g/mol
energy relative to the best compared isomer or geometry (same formula, charge and spin) = 0.000 eV
E_LUMO (alpha / beta) = -7.83 / -8.85 eV
gap between HOMO and LUMO (alpha / beta) = 4.451 / 3.538 eV

Last column: Mulliken charge in e.
Atoms and positions in Å:
C 0.72 -2.45 -0.78  -0.06
H 7.25 -2.52 -1.93  0.36
P 6.51 -0.97 0.35  0.38
C -4.50 3.76 -2.50  -0.12
H 6.17 -1.19 3.43  0.32
C 6.16 -2.59 -1.91  -1.19
H 5.80 -2.61 -2.95  0.37
C -5.42 4.36 -3.45  0.79
H -2.90 0.05 4.01  0.30
H 0.67 -3.78 1.56  0.56
C -6.84 6.18 -4.19  -0.32
C -2.71 2.17 -1.88  0.83
C 6.79 1.80 0.20  -1.24
H 7.15 -2.59 2.90  0.38
C -0.32 -3.34 1.75  -0.48
H 6.51 2.77 0.62  0.36
C 0.23 -2.45 -2.22  -1.45
H 1.57 -1.76 -0.66  -0.12
C -5.70 3.73 -4.69  -0.45
C 5.55 -1.39 -1.18  -0.06
H -0.47 -3.28 -2.39  0.37
C -0.91 1.08 -0.05  -0.44
O -0.42 0.80 3.35  -0.45
C -2.98 2.21 -0.49  -0.68
C -3.63 2.77 -2.82  -0.56
H -2.62 -0.97 5.47  0.49
C 5.79 0.72 0.64  -0.29
H -1.53 -4.84 0.74  0.30
H -2.18 -3.17 -0.59  0.65
C 5.56 -2.03 1.53  0.74
C 6.14 -2.16 2.93  -1.25
H -0.25 -2.88 2.75  0.29
C -2.10 -2.13 -0.25  -0.82
H -2.06 -1.50 -1.16  0.44
H -0.24 -1.50 -2.50  0.28
H -2.96 -0.94 1.38  0.05
H -7.31 7.16 -4.03  0.36
C -1.39 -4.42 1.74  -1.28
P -0.46 -1.94 0.55  -0.03
H 1.10 -2.61 -2.88  0.41
H -1.88 1.66 5.79  0.33
Br 2.36 -0.90 1.71  -0.40
H -2.20 -1.60 3.85  0.10
H -3.93 2.64 -0.15  0.32
H 6.80 1.90 -0.89  0.34
H -2.36 -4.06 2.11  0.24
H 4.50 -1.58 -0.90  -0.11
C -2.06 1.68 0.43  -0.18
N -7.05 5.59 -5.37  -0.56
C -6.52 4.40 -5.61  -0.34
H -3.69 -2.56 1.17  0.36
C -6.05 5.60 -3.19  -0.48
H -4.47 4.22 -1.51  0.29
S -0.57 -0.03 4.65  0.54
H -4.05 -1.25 0.02  0.33
H 4.57 -1.54 1.60  -1.04
C -0.88 1.22 5.91  -1.02
H 7.80 1.56 0.53  0.37
H 1.09 -3.44 -0.48  0.56
C -2.25 -0.70 4.48  -0.75
H -0.78 0.71 6.87  0.43
C -3.26 -1.70 0.64  -1.12
H 5.41 -3.01 1.06  0.46
H -0.12 2.00 5.82  0.37
H 5.50 -2.83 3.52  0.37
H 5.57 0.81 1.71  0.43
H 4.84 0.80 0.09  0.26
H -2.26 1.76 1.50  0.47
H 5.88 -3.53 -1.43  0.33
H 0.34 0.60 -1.76  0.67
H -1.07 -5.24 2.40  0.42
H -3.54 2.44 -3.87  0.24
C -0.59 1.04 -1.40  -0.34
H -5.31 2.74 -4.93  0.31
H 5.57 -0.50 -1.82  0.46
Mg 0.31 0.37 1.58  1.09
H -6.73 3.95 -6.59  0.36
C -1.51 1.57 -2.32  -0.61
H -5.90 6.13 -2.25  0.35
H -1.30 1.53 -3.39  0.40



[5]
C27H46F7N4O27 | ωB97M-V/def2-TZVPD

HOMO energy = -0.43266 Eh
total charge = +1
molecular weight = 991.65 g/mol
E_LUMO = -3.27 eV
gap between HOMO and LUMO = 8.503 eV

Last column: Mulliken charge in e.
Atoms and positions in Å:
O 3.32 -2.78 2.09  -0.02
H 4.02 -0.03 -3.63  0.41
C -2.41 -0.10 -2.99  0.73
H 2.86 -4.32 3.53  0.36
H -1.20 0.19 0.12  0.44
C -1.56 -0.86 -5.02  -0.46
N 2.23 4.53 1.50  -0.16
H 0.03 0.69 1.03  -0.21
N 4.52 1.16 0.63  0.04
H -0.87 1.24 -5.51  0.40
C -5.78 -3.67 -0.26  0.59
H 0.83 3.48 -1.87  0.01
H 5.03 0.30 0.75  0.47
C 4.88 -3.92 3.33  0.22
N 1.82 3.57 -2.06  0.28
O -3.22 2.34 4.74  -0.44
O 0.47 1.26 2.51  -0.67
C -3.99 1.76 5.66  0.52
O -0.64 3.13 -0.73  -0.86
O -2.46 -2.82 3.82  -0.37
O -2.24 -1.25 -3.83  -0.26
H 2.44 5.39 1.98  0.44
O -3.16 -1.15 2.37  -0.63
C 1.53 0.88 2.95  0.47
H 1.30 4.60 1.11  0.14
C 2.03 -4.44 -1.51  0.51
O -3.30 0.81 6.22  -0.41
O -0.30 5.08 -3.71  -0.23
O 0.38 6.77 -4.86  -0.34
F 3.20 -4.85 -1.48  -0.31
H 3.97 1.35 1.46  0.34
H -4.28 -3.78 -2.72  0.24
H -1.20 2.07 4.19  0.06
O -0.24 4.85 0.59  -0.99
O 1.75 -3.85 -2.66  -0.26
H -2.79 5.09 0.78  0.38
O -0.02 -4.99 -2.14  -0.19
C 1.50 -0.49 3.62  -0.33
H -2.65 3.45 1.13  0.19
H 2.17 2.62 -2.11  0.02
H 1.86 -3.84 -0.62  0.23
H -2.15 -1.28 -5.83  0.31
O 1.57 -0.73 -1.41  -0.77
H -1.57 7.12 -5.50  0.28
O 5.49 -3.00 2.43  -0.30
O -2.74 -0.06 -1.80  -0.57
H -1.92 -4.69 4.22  0.35
O -5.12 2.00 5.85  -0.49
C -1.00 4.04 0.03  0.77
O 2.60 1.41 2.66  -1.02
H 2.48 -0.11 -4.24  0.27
H 2.88 4.40 0.74  0.33
C -1.37 6.03 -3.59  -0.40
O -1.50 -2.47 1.89  0.30
O 4.76 -1.54 0.84  -0.72
C 2.46 0.00 -1.96  0.57
H 0.72 -6.08 -0.63  0.24
H -0.51 -1.15 -4.93  0.23
C 3.05 -0.44 -3.37  -1.15
C -2.12 0.55 5.51  1.03
H 1.47 -1.18 2.78  -0.12
C 0.56 -4.19 -3.06  0.64
O 1.79 5.01 -4.35  -0.74
H -3.12 3.86 -0.46  0.31
H 2.36 4.06 -1.36  0.16
H -2.13 -0.47 5.15  -0.05
F -0.35 -3.37 4.36  -0.23
F -2.79 0.87 -5.57  -0.29
C 1.02 -5.68 -1.60  -0.56
O -4.90 -2.65 -0.29  -0.27
H -2.30 0.95 3.43  -0.14
H -1.52 6.48 -2.61  0.24
H 1.93 3.92 -3.00  0.75
H -2.37 5.62 -3.74  0.38
O -6.77 -3.62 0.45  -0.56
C -2.10 1.47 4.37  0.21
C -1.63 0.67 -4.98  0.23
C -4.21 -4.23 -1.74  0.56
H -3.09 -2.49 -1.27  -0.07
C -2.44 4.16 0.33  -1.13
C -2.43 -2.07 2.69  0.45
O -5.41 -4.61 -1.10  -0.32
C -0.97 7.11 -4.60  0.29
H -1.89 -4.53 1.82  0.34
F -1.09 0.85 6.33  -0.33
O -1.82 0.94 -3.56  -0.31
C 0.72 5.63 -4.31  0.68
C 3.47 -3.43 3.36  -0.56
H 0.26 0.05 -0.57  -0.02
H 3.23 -2.78 4.20  0.39
H 3.03 -1.53 -3.44  0.22
O 2.81 1.12 -1.52  -1.15
H 5.11 -3.97 4.39  0.41
C -1.24 -3.79 2.27  -0.55
H 3.91 1.10 -0.17  0.01
F -1.00 8.34 -4.11  -0.27
O -0.08 -3.59 -3.97  -0.62
N -0.28 0.61 0.07  1.43
H 5.02 2.03 0.52  0.47
F 4.85 -5.08 2.71  -0.26
C -3.75 -3.23 -0.83  0.50
H -3.24 -3.74 -0.01  -0.49
H -0.20 -4.02 2.04  0.16
H 0.64 -0.59 4.29  0.06
H -0.50 1.55 -0.22  0.09
H 1.18 -6.47 -2.34  0.33
C -1.44 -3.81 3.79  0.26
C 4.59 -2.44 1.70  0.40
H 2.37 -0.86 4.15  0.48
F -3.35 -5.26 -1.92  -0.27
H 2.28 3.81 2.20  0.25